(one)
12
Properties=species:S:1:pos:R:3:lowdin_charge:R:1 method="wB97M-V/def2-TZVPD" lumo_ev=0.471 e_homo_ev=-9.9
S -1.58720 -1.39112 -0.42642 0.784
O 2.78792 -0.95731 -0.09681 0.028
N 0.96791 0.28035 -0.55038 0.095
N -1.09396 -0.06711 0.51604 -0.364
N -0.49487 2.07186 -0.26384 0.141
C -0.22716 0.83046 -0.07993 -0.584
C 1.59676 -0.71840 0.09465 -0.343
H -1.87645 0.42734 0.87815 0.064
H 1.60023 0.92824 -1.04590 0.173
H 0.93842 -1.22602 0.79781 0.110
H -1.45572 2.28907 -0.08048 0.035
H -1.15588 -2.46737 0.25711 -0.141


(two)
12
Properties=species:S:1:pos:R:3:lowdin_charge:R:1 method="wB97M-V/def2-TZVPD" lumo_ev=0.417 smiles="N/N=C(/N)C(=O)S" e_homo_ev=-8.9
S 2.36597 0.11948 -0.46174 0.863
O 1.16437 -1.69453 0.96259 0.019
N -0.15324 1.77813 0.34093 -0.044
N -1.12940 -1.47345 -0.69788 0.129
N -1.01895 0.71827 -0.04435 0.007
C -0.42816 -0.39165 -0.18086 -0.429
C 0.99126 -0.75281 0.22007 -0.737
H -0.77301 -2.35773 -0.41486 0.079
H -0.73394 2.62512 0.32437 0.086
H 1.68913 1.20556 -0.81070 -0.140
H -2.10508 -1.37271 -0.53435 0.088
H 0.13106 1.59633 1.29677 0.081


Bottom line: (one), by a margin of 59.8 kJ/mol.


(one)
12
Properties=species:S:1:pos:R:3:lowdin_charge:R:1 method="wB97M-V/def2-TZVPD" lumo_ev=0.610 e_homo_ev=-8.4
S -0.52220 -1.51370 0.39733 0.935
O 3.15483 -0.34223 0.09843 -0.054
N 1.77041 -0.23028 0.06286 -0.103
N -0.92985 0.10545 -0.03019 -0.335
N -2.67250 1.66743 -0.44823 0.066
C -2.23796 0.52010 -0.13835 -0.420
C 1.22075 -1.33417 0.35298 -0.485
H 1.76444 -2.22009 0.59327 0.077
H -2.95598 -0.27576 0.06649 0.099
H 3.45333 0.53447 -0.13752 0.087
H -0.13086 0.75875 -0.21279 0.099
H -1.91440 2.33003 -0.60427 0.035


(two)
12
Properties=species:S:1:pos:R:3:lowdin_charge:R:1 method="wB97M-V/def2-TZVPD" lumo_ev=-0.298 e_homo_ev=-9.4
S -2.48301 -0.46914 -0.06533 0.713
O 0.89741 1.53045 0.12496 0.009
N 1.98335 -1.17224 0.16464 -0.059
N -1.20877 0.71034 -0.05797 -0.391
N 2.81798 -0.16979 -0.28701 -0.096
C 0.18701 0.55810 -0.11728 -0.562
C 0.70945 -0.74821 -0.07285 -0.136
H 2.68314 0.92843 0.23251 0.153
H -3.00849 -0.04837 1.23758 -0.069
H -0.01725 -1.46869 0.28572 0.064
H 3.81346 -0.38888 0.74922 0.207
H -1.44863 1.80275 -0.05636 0.167


Bottom line: (one), by a margin of 257.2 kJ/mol.


(one)
12
Properties=species:S:1:pos:R:3:lowdin_charge:R:1 method="wB97M-V/def2-TZVPD" lumo_ev=-0.476 e_homo_ev=-8.7
S -2.02684 -0.89576 -0.06949 0.477
O 1.08811 -2.14972 -0.26393 -0.043
N 2.06426 1.69547 -0.31171 -0.022
N -0.31839 1.27299 0.10157 -0.036
N 0.74599 -0.74443 0.08957 -0.035
C -0.45112 -0.07179 -0.03926 -0.792
C 0.79375 1.98471 0.39494 -0.239
H 0.21449 -2.61726 -0.46756 0.095
H 1.66695 -0.13772 0.19879 0.140
H 0.74627 2.94138 1.34386 0.199
H 2.71381 2.54195 0.28460 0.110
H -1.11572 1.75592 0.57359 0.146


(two)
12
Properties=species:S:1:pos:R:3:lowdin_charge:R:1 method="wB97M-V/def2-TZVPD" lumo_ev=0.609 e_homo_ev=-8.3
S 3.32703 -0.72129 -0.06259 0.550
O 0.30838 -0.43750 0.24890 -0.013
N 1.05897 0.69748 0.26126 -0.074
N -1.44424 0.96173 -0.17989 0.108
N -1.63770 -1.44846 0.07825 0.159
C -0.97942 -0.21733 0.05182 -0.544
C 2.36430 0.63527 0.03668 -0.713
H 2.76507 1.67161 -0.00518 0.081
H 0.43998 1.59971 0.12879 0.182
H -2.58888 -1.42649 -0.18530 0.084
H -2.48255 0.98183 -0.27041 0.075
H -1.13094 -2.29655 -0.10231 0.106


Bottom line: (two), by a margin of 306.5 kJ/mol.